A 3-piece molecular cluster, C25H45FN5O6 overall, computed with the ωB97M-V functional and the def2-TZVPD basis.

Last column: Löwdin charge in e.
Geometry (Å):
C  0.561894  -5.809565  -0.449202  -0.041
C  2.064197  -6.024488  -1.063941  -0.293
O  2.712830  -7.157471  -0.680184  -0.053
N  2.824108  -5.081440  -1.967921  -0.147
C  3.939749  -4.430306  -1.181248  -0.103
C  1.934257  -4.085130  -2.673346  -0.213
C  2.697616  -3.057966  -3.694260  -0.159
C  2.064863  -1.514656  -3.694614  -0.187
C  0.442928  -1.459614  -3.528624  -0.158
C  -0.128854  -0.840335  -2.134084  0.049
C  0.608526  -0.787404  -0.676370  -0.041
O  1.956124  -1.345174  -0.503835  -0.047
C  2.022795  -2.289071  0.635551  -0.122
N  1.957679  -2.959806  1.740560  0.195
N  -0.046779  -0.200327  0.585885  0.116
C  -1.467820  0.375578  0.582263  0.092
C  -2.365882  0.381870  -0.790733  -0.061
C  -3.910008  0.934031  -0.865646  -0.101
C  -4.978814  -0.313694  -1.179192  -0.252
C  -4.374363  -1.794496  -0.820542  -0.079
F  -6.235798  -0.132980  -0.379117  -0.103
C  -1.681903  -0.220512  -2.187171  0.086
C  -2.584762  -0.208737  -3.589563  -0.252
O  -2.892313  -1.354039  -4.245411  0.019
O  -3.011605  1.122913  -4.074709  0.026
H  -0.143259  -6.636184  -0.895459  0.104
H  0.141634  -4.720214  -0.515225  0.058
H  0.642768  -6.055727  0.716173  0.109
H  3.922053  -3.256199  -1.182985  0.079
H  3.959155  -4.787086  -0.048404  0.114
H  4.952659  -4.733813  -1.735077  0.118
H  1.349035  -3.494104  -1.851308  0.083
H  1.156324  -4.697981  -3.324946  0.148
H  2.484951  -3.464986  -4.796100  0.128
H  3.868677  -3.031239  -3.593109  0.122
H  2.316483  -1.095387  -4.783888  0.128
H  2.659535  -0.788358  -2.956451  0.123
H  0.038413  -0.754963  -4.403622  0.139
H  -0.108676  -2.501173  -3.714600  0.151
H  0.448699  -0.163870  1.527722  0.110
H  -1.964935  0.825649  1.568880  0.160
H  -4.199439  1.300427  0.231221  0.141
H  -4.098284  1.766006  -1.669526  0.128
H  -5.260760  -0.341141  -2.336143  0.161
H  -3.629074  -2.160192  -1.677704  0.086
H  -3.844323  -1.858742  0.237582  0.095
H  -5.227083  -2.629357  -0.794577  0.112
H  -2.256089  1.746895  -3.803491  0.132
C  -2.941719  5.856015  -1.551862  -0.063
C  -2.414683  4.678451  -0.737496  -0.430
C  -1.619185  5.104105  0.518449  -0.194
O  -0.287820  5.552289  0.246174  -0.196
C  -0.197287  6.911545  -0.152495  -0.099
N  -1.614229  3.810367  -1.613747  0.042
H  -2.158180  6.355446  -2.127705  0.069
H  -3.695961  5.514902  -2.271065  0.080
H  -3.415892  6.599864  -0.903377  0.086
H  -3.287110  4.107976  -0.394766  0.124
H  -1.505075  4.220911  1.159080  0.111
H  -2.166936  5.846543  1.111159  0.124
H  -0.936924  7.540961  0.351453  0.095
H  -0.302291  6.990472  -1.235995  0.075
H  0.800470  7.275642  0.108192  0.093
H  -1.339810  2.979621  -1.087013  0.040
H  -0.725933  4.289477  -1.786125  0.080
C  2.166241  -1.210786  4.636700  -0.068
C  2.577442  0.132120  4.040772  -0.420
C  3.210120  1.096211  5.071134  -0.188
O  2.265107  1.733765  5.936012  -0.192
C  1.873410  0.951617  7.053835  -0.100
N  1.412961  0.739071  3.379179  0.030
H  1.257956  -1.144014  5.241282  0.069
H  1.964364  -1.935891  3.839229  0.028
H  2.964247  -1.622181  5.263298  0.090
H  3.336794  -0.074092  3.275988  0.134
H  3.694294  1.909693  4.516805  0.124
H  4.000428  0.605221  5.651559  0.125
H  2.692049  0.332804  7.433432  0.095
H  1.014204  0.331323  6.792634  0.072
H  1.557547  1.631921  7.849737  0.093
H  1.714851  1.592314  2.906176  0.086
H  0.789419  1.080876  4.115858  0.084

Forces on atoms 1 to 6 (eV/Å):
0.512 -0.375 0.741
3.232 -5.236 1.694
-3.968 7.211 -2.294
-2.053 0.230 1.851
1.975 -0.123 0.211
-0.688 0.086 -0.181

Its net charge is +1. The frontier orbital gap is 0.2116 Ha.